Entry 1:
Formula: C36H51BCl3N4PRuS2Si
Source: the OMol25 dataset
Level of theory: ωB97M-V/def2-TZVPD

Output
Frontier orbital gap: 6.20 eV
E_HOMO: -8.08 eV
Max |F|: 2.38 eV/A

Geometry (Å):
Ru1 -0.245 -1.302 -0.475
S1 -1.212 -0.474 -2.214
C1 -2.832 -0.787 -2.206
C2 -3.625 -0.530 -3.370
N1 -4.266 -0.328 -4.301
C3 -3.367 -1.330 -1.036
S2 -2.330 -1.517 0.223
C4 -4.733 -1.729 -0.894
N2 -5.816 -2.082 -0.759
C5 3.388 1.124 3.311
C6 3.124 0.081 2.221
C7 3.683 -1.278 2.633
C8 3.668 0.556 0.894
C9 5.008 0.368 0.572
C10 5.536 0.850 -0.611
C11 4.729 1.539 -1.501
C12 3.379 1.736 -1.231
C13 2.531 2.573 -2.177
C14 2.863 2.343 -3.652
C15 2.701 4.062 -1.856
C16 2.860 1.223 -0.029
N3 1.494 1.501 0.294
B1 0.236 0.805 0.092
N4 -0.745 1.753 0.621
C17 -0.060 2.849 1.148
C18 1.252 2.696 0.957
C19 -2.170 1.798 0.663
C20 -2.820 2.529 -0.345
C21 -4.206 2.626 -0.298
C22 -4.930 2.032 0.726
C23 -4.278 1.359 1.741
C24 -2.888 1.239 1.750
C25 -2.176 0.657 2.966
C26 -1.867 1.792 3.952
C27 -2.957 -0.425 3.721
C28 -2.029 3.288 -1.401
C29 -2.675 3.308 -2.782
C30 -1.837 4.741 -0.946
H1 3.004 0.771 4.270
H2 2.897 2.071 3.085
H3 4.460 1.311 3.419
H4 2.044 -0.028 2.118
H5 4.719 -1.203 2.973
H6 3.637 -1.988 1.807
H7 3.091 -1.683 3.453
H8 5.651 -0.158 1.266
H9 6.581 0.689 -0.843
H10 5.155 1.921 -2.419
H11 1.483 2.309 -2.016
H12 3.838 2.758 -3.910
H13 2.121 2.840 -4.280
H14 2.872 1.289 -3.915
H15 3.745 4.354 -1.984
H16 2.408 4.288 -0.832
H17 2.091 4.671 -2.527
H18 -0.583 3.655 1.629
H19 2.054 3.360 1.228
H20 -4.728 3.190 -1.059
H21 -6.008 2.130 0.750
H22 -4.855 0.926 2.547
H23 -1.230 0.232 2.631
H24 -2.793 2.268 4.282
H25 -1.233 2.554 3.502
H26 -1.352 1.398 4.829
H27 -3.776 0.010 4.301
H28 -2.288 -0.928 4.419
H29 -3.378 -1.176 3.068
H30 -1.044 2.823 -1.490
H31 -3.586 3.907 -2.792
H32 -2.925 2.317 -3.143
H33 -1.985 3.755 -3.499
H34 -2.805 5.240 -0.872
H35 -1.226 5.286 -1.668
H36 -1.348 4.807 0.024
Cl1 1.424 -1.571 -3.874
Si1 1.522 -1.276 -1.823
Cl2 0.310 -1.830 1.855
Cl3 3.518 -1.797 -1.509
C31 -1.439 -4.508 1.915
C32 -1.313 -4.727 0.415
P1 -0.098 -3.715 -0.521
C33 -0.177 -4.506 -2.167
C34 -1.329 -4.045 -3.054
C35 1.505 -4.283 0.142
C36 1.743 -5.792 0.148
H37 -2.116 -5.259 2.326
H38 -1.835 -3.527 2.149
H39 -0.479 -4.599 2.419
H40 -2.283 -4.561 -0.064
H41 -1.021 -5.761 0.214
H42 -0.246 -5.580 -1.989
H43 0.777 -4.302 -2.662
H44 -2.296 -4.326 -2.632
H45 -1.255 -4.497 -4.043
H46 -1.315 -2.964 -3.182
H47 1.568 -3.873 1.151
H48 2.277 -3.779 -0.442
H49 1.048 -6.313 0.807
H50 2.749 -5.997 0.512
H51 1.664 -6.229 -0.848



Entry 2:
Formula: C36H51BClLuN8O4S3
Source: the OMol25 dataset
Level of theory: ωB97M-V/def2-TZVPD

Output
Frontier orbital gap: 7.26 eV
E_HOMO: -7.02 eV
Max |F|: 3.37 eV/A

Geometry (Å):
Lu1 14.599 14.941 13.772
C1 15.777 9.250 13.953
C2 15.200 8.812 12.576
C3 14.166 7.761 12.835
C4 16.363 8.289 11.660
N1 14.610 9.987 11.813
C5 13.953 9.762 10.556
C6 13.461 10.908 10.066
N2 13.610 11.903 11.069
B1 12.688 13.148 11.343
N3 11.953 13.696 10.086
C7 10.894 13.066 9.489
C8 10.452 13.808 8.446
N4 11.293 14.956 8.396
C9 12.266 14.871 9.376
S1 13.488 15.925 9.764
C10 11.344 15.893 7.258
C11 9.977 15.835 6.484
C12 12.506 15.476 6.329
C13 11.626 17.317 7.611
N5 11.645 12.783 12.463
C14 10.978 11.568 12.470
C15 9.979 11.655 13.395
N6 10.095 12.961 14.031
C16 11.159 13.588 13.444
S2 11.783 15.151 13.698
C17 9.533 13.431 15.345
C18 9.479 14.952 15.556
C19 8.094 12.863 15.606
C20 10.500 12.873 16.404
C21 14.395 11.326 12.103
S3 15.053 12.174 13.381
H1 16.173 8.360 14.407
H2 16.565 9.970 13.945
H3 14.993 9.672 14.607
H4 14.569 6.882 13.298
H5 13.450 8.159 13.583
H6 13.545 7.596 11.947
H7 17.101 7.691 12.204
H8 16.005 7.717 10.800
H9 16.949 9.107 11.220
H10 13.955 8.786 10.082
H11 13.067 11.200 9.110
H12 13.386 14.016 11.710
H13 10.449 12.096 9.847
H14 9.580 13.604 7.833
H15 9.765 14.869 6.060
H16 9.150 16.173 7.080
H17 10.055 16.612 5.714
H18 12.260 14.567 5.756
H19 12.716 16.317 5.650
H20 13.440 15.302 6.913
H21 11.076 17.606 8.567
H22 12.724 17.460 7.853
H23 11.409 18.056 6.832
H24 11.172 10.737 11.795
H25 9.179 10.953 13.650
H26 9.113 15.452 14.629
H27 8.789 15.104 16.407
H28 10.509 15.330 15.780
H29 7.385 13.420 15.017
H30 7.985 11.819 15.387
H31 7.871 13.005 16.686
H32 11.528 13.278 16.261
H33 10.205 13.184 17.392
H34 10.490 11.796 16.343
O1 15.598 14.735 17.695
Cl1 15.339 15.066 16.345
O2 15.661 16.478 15.992
O3 13.907 14.868 15.962
O4 16.074 14.254 15.343
C22 19.460 16.727 15.818
C23 18.515 16.550 14.649
C24 18.621 15.246 13.941
C25 19.584 14.301 14.347
C26 19.742 13.116 13.692
C27 18.975 12.901 12.534
C28 17.987 13.744 12.130
C29 17.405 13.600 10.710
C30 18.315 13.070 9.575
C31 17.745 14.905 12.884
N7 16.523 15.591 12.736
C32 16.479 16.802 12.223
C33 15.408 17.653 12.598
C34 15.311 19.139 12.590
C35 14.084 19.403 13.151
C36 13.529 18.215 13.610
N8 14.320 17.122 13.303
H35 19.435 17.818 16.036
H36 20.507 16.531 15.651
H37 19.102 16.305 16.784
H38 18.750 17.378 13.959
H39 17.510 16.774 14.982
H40 20.245 14.500 15.248
H41 20.493 12.358 14.011
H42 19.206 12.064 11.918
H43 16.922 14.530 10.369
H44 16.605 12.827 10.818
H45 19.257 13.660 9.455
H46 17.776 13.117 8.585
H47 18.609 11.997 9.758
H48 17.142 17.168 11.448
H49 16.068 19.837 12.225
H50 13.594 20.381 13.255
H51 12.571 18.085 14.133



Entry 3:
Formula: C36H51Cl2N2OPSc
Source: the OMol25 dataset
Level of theory: ωB97M-V/def2-TZVPD

Output
Frontier orbital gap (spin up / spin down): 3.18 / 3.18 eV
E_HOMO (spin up / spin down): -1.34 / -1.34 eV
Total charge: -1
Max |F|: 2.94 eV/A

Geometry (Å):
P1 0.170 -0.550 -2.085
C1 1.720 0.054 -3.047
C2 1.933 -0.386 -4.504
C3 3.311 0.046 -5.020
C4 3.612 1.536 -4.799
C5 3.248 2.022 -3.392
C6 1.835 1.581 -2.976
C7 -1.234 0.339 -2.998
C8 -1.081 0.443 -4.511
C9 -2.379 0.942 -5.150
C10 -2.850 2.268 -4.543
C11 -2.839 2.274 -3.009
C12 -1.531 1.727 -2.404
C13 -0.008 -2.232 -2.878
C14 1.211 -3.115 -2.558
C15 1.096 -4.462 -3.291
C16 -0.247 -5.162 -3.052
C17 -1.451 -4.250 -3.304
C18 -1.362 -2.896 -2.579
H1 2.529 -0.376 -2.430
H2 1.171 0.082 -5.139
H3 1.820 -1.473 -4.635
H4 3.371 -0.184 -6.090
H5 4.083 -0.561 -4.522
H6 4.677 1.714 -4.987
H7 3.071 2.139 -5.544
H8 3.969 1.623 -2.664
H9 3.315 3.114 -3.348
H10 1.614 1.949 -1.966
H11 1.107 2.031 -3.669
H12 -2.106 -0.297 -2.777
H13 -3.157 0.172 -5.025
H14 -0.811 -0.526 -4.963
H15 -0.278 1.161 -4.736
H16 -2.216 1.058 -6.228
H17 -3.861 2.481 -4.905
H18 -2.216 3.085 -4.916
H19 -3.015 3.293 -2.645
H20 -3.672 1.657 -2.644
H21 -1.634 1.652 -1.313
H22 -0.698 2.418 -2.614
H23 -0.001 -2.049 -3.960
H24 2.136 -2.624 -2.893
H25 1.301 -3.251 -1.470
H26 1.217 -4.291 -4.374
H27 1.914 -5.115 -2.973
H28 -0.284 -5.548 -2.023
H29 -0.314 -6.037 -3.706
H30 -2.370 -4.760 -3.000
H31 -1.525 -4.060 -4.388
H32 -2.176 -2.263 -2.957
H33 -1.517 -2.990 -1.494
Sc1 -0.048 -0.213 1.269
Cl1 -2.195 -0.490 0.318
Cl2 2.110 0.030 0.367
C19 -0.242 1.717 2.148
H34 -0.313 1.617 3.239
C20 -0.280 3.098 1.828
C21 -0.905 4.057 2.715
C22 -1.166 5.356 2.303
C23 -0.754 5.802 1.032
C24 -0.027 4.926 0.199
C25 0.239 3.624 0.597
H35 -1.211 3.714 3.710
H36 -1.696 6.048 2.953
H37 0.328 5.284 -0.770
H38 0.844 2.944 -0.023
H39 -0.982 6.818 0.696
C26 -1.131 -0.780 7.808
N1 -1.277 -0.841 6.373
N2 -0.251 -1.059 5.506
C27 -0.706 -0.883 4.229
O1 0.052 -0.997 3.181
C28 -2.081 -0.532 4.354
C29 -2.392 -0.491 5.698
C30 -3.668 -0.171 6.388
C31 1.050 -1.433 5.973
C32 1.151 -2.432 6.948
C33 2.381 -2.701 7.547
C34 3.515 -1.959 7.172
C35 3.414 -0.975 6.179
C36 2.194 -0.744 5.537
H40 -0.088 -0.742 8.103
H41 -1.616 -1.638 8.283
H42 -1.624 0.129 8.168
H43 -2.713 -0.265 3.522
H44 -4.077 -1.034 6.934
H45 -3.575 0.666 7.095
H46 -4.410 0.119 5.630
H47 0.253 -2.961 7.266
H48 2.442 -3.476 8.316
H49 4.472 -2.144 7.666
H50 4.287 -0.381 5.908
H51 2.099 -0.010 4.732



Entry 4:
Formula: C36H51InN9O3S2Si
Source: the OMol25 dataset
Level of theory: ωB97M-V/def2-TZVPD

Output
Multiplicity: 2
Frontier orbital gap (spin up / spin down): 4.80 / 6.38 eV
⟨S²⟩: 0.755
E_HOMO (spin up / spin down): -5.12 / -6.71 eV
Max |F|: 3.83 eV/A

Geometry (Å):
In1 0.370 0.283 -1.158
O1 0.777 -1.004 -2.888
N1 -0.317 -1.341 -3.622
C1 -0.979 -2.465 -3.278
C2 -2.058 -2.891 -4.106
C3 -2.358 -2.259 -5.302
C4 -1.724 -1.066 -5.584
C5 -0.677 -0.605 -4.780
S1 0.112 0.731 -5.429
H1 -0.692 -2.931 -2.342
H2 -2.595 -3.742 -3.714
H3 -3.163 -2.618 -5.962
H4 -1.926 -0.500 -6.496
C6 -0.052 4.446 2.566
Si1 -1.066 3.147 3.389
C7 -2.716 3.791 4.268
C8 0.103 2.239 4.588
C9 -1.806 1.855 2.191
C10 -2.774 0.958 2.675
C11 -3.110 -0.262 2.043
C12 -2.449 -0.506 0.820
N2 -1.452 0.307 0.394
C13 -1.176 1.533 0.983
S2 0.015 2.497 0.127
H5 0.173 5.291 3.245
H6 -0.570 4.896 1.737
H7 0.896 4.099 2.175
H8 -2.441 4.569 4.988
H9 -3.264 3.010 4.739
H10 -3.340 4.192 3.504
H11 -0.330 2.339 5.606
H12 1.105 2.609 4.503
H13 0.104 1.141 4.307
H14 -3.450 1.274 3.489
H15 -3.807 -1.032 2.387
H16 -2.801 -1.323 0.201
C14 -3.360 2.312 -1.796
N3 -4.320 3.385 -2.095
C15 -3.668 4.414 -2.933
N4 -3.212 3.877 -4.215
C16 -2.213 2.847 -3.926
N5 -2.772 1.754 -3.037
C17 -3.910 1.150 -3.795
N6 -4.990 2.132 -4.108
C18 -5.430 2.744 -2.842
C19 -4.357 3.241 -4.874
H17 -3.887 1.499 -1.295
H18 -2.668 2.752 -1.080
H19 -2.849 4.706 -2.271
H20 -4.336 5.288 -3.117
H21 -1.385 3.335 -3.376
H22 -1.740 2.340 -4.768
H23 -4.314 0.328 -3.196
H24 -3.528 0.702 -4.719
H25 -5.856 1.954 -2.194
H26 -6.235 3.465 -3.077
H27 -5.115 3.993 -5.177
H28 -3.992 2.856 -5.857
N7 3.359 3.015 -1.226
C20 4.028 2.296 -2.388
C21 3.957 3.189 -3.644
N8 2.575 3.615 -3.669
H29 4.003 3.618 -0.691
H30 2.858 2.313 -0.690
H31 2.669 3.681 -1.585
H32 3.613 1.289 -2.661
H33 5.077 2.144 -2.112
H34 4.297 2.567 -4.501
H35 4.718 3.986 -3.576
H36 1.859 2.822 -3.743
H37 2.368 4.195 -4.466
C22 2.888 -6.381 5.984
C23 1.966 -5.984 4.880
C24 1.133 -6.912 4.310
C25 0.299 -6.625 3.209
C26 0.403 -5.381 2.621
C27 1.334 -4.490 3.137
N9 1.674 -3.347 2.291
C28 2.931 -3.078 1.773
C29 3.979 -4.023 1.854
C30 5.280 -3.671 1.968
C31 5.588 -2.243 1.760
C32 4.632 -1.429 1.183
C33 3.280 -1.784 1.106
C34 2.256 -0.929 0.380
O2 1.020 -1.343 0.487
O3 2.545 0.153 -0.278
C35 2.129 -4.735 4.252
C36 3.057 -3.705 4.873
H38 2.718 -7.442 6.280
H39 2.576 -5.833 6.852
H40 3.949 -6.273 5.838
H41 1.134 -7.965 4.632
H42 -0.366 -7.329 2.795
H43 -0.147 -5.143 1.706
H44 0.956 -2.632 2.083
H45 3.709 -5.086 1.856
H46 5.982 -4.334 2.461
H47 6.507 -1.865 2.143
H48 4.798 -0.392 0.931
H49 4.145 -4.004 4.743
H50 2.908 -3.526 5.963
H51 2.932 -2.738 4.360



Entry 5:
Formula: C36H52BrN3OP2Ti
Source: the OMol25 dataset
Level of theory: ωB97M-V/def2-TZVPD

Output
Multiplicity: 3
Frontier orbital gap (spin up / spin down): 6.62 / 6.78 eV
⟨S²⟩: 2.019
E_HOMO (spin up / spin down): -12.81 / -13.38 eV
Total charge: +2
Max |F|: 5.90 eV/A

Geometry (Å):
N1 -6.122 -1.107 3.179
C1 -5.153 -0.320 3.651
C2 -4.396 0.514 2.824
C3 -4.732 0.621 1.455
C4 -5.758 -0.227 0.963
C5 -6.344 -1.155 1.863
C6 -3.918 1.479 0.581
Ti1 0.513 1.445 -1.349
P1 2.481 0.357 -2.189
C7 -3.832 1.528 -0.807
C8 -2.697 2.182 -1.589
C9 -2.527 1.873 -2.987
C10 -1.303 2.110 -3.620
C11 -0.232 2.699 -2.913
C12 -0.438 3.314 -1.622
C13 -1.726 3.013 -0.951
Br1 1.110 3.554 -4.372
H1 -3.203 2.102 1.115
H2 -4.355 0.708 -1.340
H3 -3.585 1.118 3.237
H4 -6.130 -0.105 -0.058
H5 -5.016 -0.293 4.737
H6 -7.104 -1.874 1.532
H7 -3.440 1.756 -3.581
H8 -2.180 3.738 -0.246
H9 -1.040 1.874 -4.660
H10 0.346 4.022 -1.265
P2 -0.584 -1.317 -1.215
C14 2.831 2.024 -1.460
C15 3.671 2.968 -2.335
H11 3.368 1.864 -0.519
H12 1.860 2.584 -1.213
H13 3.735 3.956 -1.840
H14 4.676 2.589 -2.553
H15 3.153 3.117 -3.295
C16 2.142 0.243 -4.009
C17 3.307 0.484 -4.946
H16 1.362 0.989 -4.228
H17 1.703 -0.757 -4.186
H18 2.879 0.743 -5.921
H19 3.965 1.311 -4.669
H20 3.939 -0.399 -5.093
C18 3.984 -0.561 -2.025
C19 5.292 0.147 -2.355
H21 3.816 -1.387 -2.729
H22 4.017 -0.977 -1.014
H23 6.093 -0.589 -2.230
H24 5.353 0.499 -3.389
H25 5.522 0.997 -1.703
C20 0.267 -2.714 -0.292
C21 1.779 -2.859 -0.406
H26 -0.217 -3.659 -0.605
H27 0.023 -2.558 0.771
H28 2.062 -3.868 -0.073
H29 2.150 -2.748 -1.432
H30 2.319 -2.137 0.222
C22 -0.431 -1.931 -2.984
C23 -1.568 -1.476 -3.895
H31 -0.418 -3.033 -2.929
H32 0.543 -1.578 -3.350
H33 -1.454 -1.938 -4.877
H34 -2.548 -1.792 -3.528
H35 -1.628 -0.390 -4.052
C24 -2.305 -1.973 -0.842
C25 -2.586 -2.521 0.557
H36 -2.496 -2.766 -1.581
H37 -2.978 -1.129 -1.054
H38 -3.641 -2.822 0.648
H39 -1.993 -3.421 0.775
H40 -2.394 -1.785 1.348
C26 1.768 -0.328 5.055
N2 1.900 0.167 3.706
N3 0.820 0.346 2.882
C27 1.265 0.824 1.673
O1 0.519 1.001 0.617
C28 2.682 0.969 1.825
C29 3.028 0.577 3.105
C30 4.321 0.578 3.846
C31 -0.449 -0.156 3.366
C32 -1.015 0.519 4.443
C33 -1.843 -0.198 5.301
C34 -2.377 -1.419 4.872
C35 -1.811 -2.076 3.768
C36 -0.759 -1.478 3.059
H41 1.073 0.291 5.629
H42 2.759 -0.284 5.515
H43 1.391 -1.358 5.080
H44 3.327 1.205 0.990
H45 4.295 1.305 4.673
H46 4.556 -0.411 4.271
H47 5.147 0.859 3.180
H48 -0.695 1.534 4.633
H49 -2.092 0.176 6.282
H50 -3.240 -1.889 5.388
H51 -2.189 -3.068 3.457
H52 -0.171 -2.038 2.306